94
Properties=species:S:1:pos:R:3:forces:R:3:lowdin_charge:R:1 method="wB97M-V/def2-TZVPD" homo_energy_ev="-8.27 / -8.43" orbital_gap_ha="0.3219 / 0.3255" spin_multiplicity=2 mol_weight_g_mol=524.7
H -4.00590 1.44652 -2.26412 -0.1 0.0 0.0 0.018
H -5.80483 -0.57528 6.26644 0.1 0.0 0.0 0.117
O 1.36325 -4.23201 3.63538 0.1 0.0 -0.1 -0.159
C 2.17293 1.29217 -2.76422 0.1 -0.1 0.4 -0.014
C -6.34067 -2.34825 5.18560 0.1 0.0 0.0 -0.080
H 0.38481 -2.63532 -1.55398 0.0 -0.3 0.0 0.094
H 1.43019 3.29389 -0.50706 0.1 0.0 -0.1 0.086
H -0.04984 0.60693 -1.56614 0.1 0.2 0.0 0.083
H -0.00722 -4.36798 2.18394 0.0 0.0 0.0 0.109
H 3.21531 1.59157 -2.70821 0.1 0.2 0.0 0.080
H -0.56113 -2.38171 4.45702 -0.1 0.0 0.0 0.073
C -0.54952 -2.69386 3.41212 0.2 0.0 0.0 -0.072
C -0.89038 0.43828 -2.22931 -0.4 -0.4 -0.1 -0.163
H 4.90627 1.87357 0.94200 0.0 0.0 -0.1 0.117
C 0.08295 1.61036 -4.21699 -0.1 0.3 0.4 -0.155
H 0.42483 5.70268 -1.49206 0.0 0.1 0.2 0.082
H -7.36936 -2.35184 5.54720 0.0 0.0 0.0 0.076
H -0.11237 3.92279 0.01383 -0.1 0.0 0.1 0.086
H -4.60795 0.58375 2.53633 0.0 0.0 0.0 0.082
C 0.90656 -4.80067 5.98845 -0.1 0.0 -0.1 -0.080
H -1.77116 3.60103 -3.34011 0.0 0.2 -0.1 0.109
C 2.26476 2.49470 -4.93970 -0.3 0.2 0.5 -0.014
C -1.28720 -1.93012 -0.49803 -1.7 -1.9 0.0 -0.495
H 7.87010 1.08698 1.01441 0.0 0.0 0.1 0.065
C -1.10215 1.57358 -3.24019 0.0 -0.1 0.1 -0.541
H -5.75016 -3.01944 5.81067 0.0 0.0 0.0 0.081
O 5.66680 1.02560 -0.70076 -0.1 0.1 -0.1 -0.168
H -6.39328 -0.25435 4.64616 0.0 0.0 0.0 0.106
H -0.19681 2.16785 -5.11009 -0.1 0.1 0.0 0.104
H -4.96643 1.35281 -3.73352 -0.1 -0.1 -0.2 0.038
H -4.16151 2.85270 -3.29820 0.0 0.1 -0.1 0.030
H -4.51288 -0.82657 1.46577 0.0 0.0 0.0 0.072
H 7.23800 2.71166 0.75098 0.0 0.0 0.0 0.082
H 5.48144 0.23754 1.20653 0.0 0.0 0.0 0.107
H -0.17406 -4.66624 5.92660 0.0 0.0 0.0 0.066
C 1.38263 2.22543 -3.68427 0.6 -0.3 -1.2 -0.456
C 0.18671 -2.23746 -0.56272 0.0 0.9 -0.1 0.025
H 6.43038 0.17214 -2.33939 0.0 0.0 0.0 0.117
H 0.79606 -1.34431 -0.44768 0.0 0.0 0.1 0.079
O 2.17089 4.16853 -2.71404 0.0 0.3 -0.2 0.008
C -4.83477 -0.47968 2.44852 -0.1 0.0 0.0 -0.070
H 1.46665 -2.86937 5.19272 0.0 0.0 0.0 0.107
P -2.60507 1.33592 -4.34238 -0.1 0.5 -0.7 0.962
H -2.87354 -0.41949 -1.85879 -0.1 0.0 -0.1 0.108
C 5.71605 1.18344 0.70468 0.0 0.0 0.1 -0.283
O -4.41871 -0.84388 4.85132 0.1 0.0 0.1 -0.156
H 6.97499 1.89164 2.29940 0.0 0.0 0.0 0.077
H 1.80818 1.25116 -1.74133 -0.1 0.1 0.0 0.063
N 1.12260 3.53102 -3.05506 0.1 -0.8 0.7 -0.142
H -0.00713 2.24212 -0.42525 0.1 -0.2 0.0 0.067
C -2.08337 0.11491 -1.33855 0.1 0.3 0.1 -0.181
O -1.68867 -0.65465 -0.19442 0.7 -0.2 -0.1 -0.034
H 2.15691 0.27487 -3.15216 -0.1 -0.1 -0.1 0.095
H -0.31539 5.57234 -3.07317 -0.1 0.1 -0.1 0.091
C 1.64898 -3.93061 4.98854 0.0 0.0 0.1 -0.283
H 2.72197 -4.09004 5.09544 0.0 0.0 -0.1 0.117
H 6.76891 -1.33386 0.31208 0.1 0.0 0.0 0.066
C 7.02832 1.74963 1.21975 0.1 0.0 -0.1 -0.079
H 3.31864 2.39216 -4.71000 0.1 0.0 0.0 0.076
H 2.08978 3.51185 -5.27790 0.0 0.1 -0.1 0.088
C 6.56185 -1.26890 -0.75663 -0.1 0.0 0.1 -0.079
H 1.12315 -5.85477 5.81116 0.0 0.0 0.0 0.081
C -0.33383 5.17478 -2.05844 0.4 -0.2 -0.6 -0.032
C -0.00820 3.66895 -2.11636 -0.5 0.8 0.6 -0.458
C 6.63183 0.16010 -1.26809 0.1 -0.1 0.0 -0.283
H 0.46083 -2.95844 0.19755 0.0 -0.2 0.0 0.076
H -3.04462 -1.11839 3.42117 0.0 0.0 0.1 0.098
H -3.73526 -0.65598 -5.03731 -0.1 0.0 0.0 0.036
H -2.55024 -1.13217 -3.81912 0.0 -0.1 0.0 0.025
H -2.04793 -0.71366 -5.46984 0.2 -0.1 0.0 0.032
H 7.29573 -1.88685 -1.27476 0.0 0.0 0.0 0.076
H -1.95139 2.88529 -1.75987 -0.1 0.2 0.1 0.116
H -0.61763 -4.82627 3.76012 0.0 0.0 0.0 0.110
H 5.56976 -1.68817 -0.93040 0.0 0.0 0.0 0.079
C 0.36081 3.23131 -0.67975 -0.1 0.0 -0.1 -0.005
H -2.49641 1.03447 -0.93607 -0.1 0.0 0.2 0.113
H 1.21344 -4.54712 7.00340 0.0 0.0 0.0 0.076
H -4.30336 -2.33894 3.42171 0.0 0.0 0.0 0.110
C -4.06229 1.77165 -3.30177 0.2 -0.3 0.5 -0.283
C -5.77595 -0.93878 5.23928 -0.1 0.0 0.0 -0.284
H -0.64293 -0.45612 -2.80933 0.1 -0.1 0.0 0.115
H -1.32765 5.33360 -1.65253 -0.1 0.0 0.3 0.087
H -5.91818 -0.59607 2.50537 0.0 0.0 0.0 0.067
C -2.73113 -0.46856 -4.66232 -0.1 0.1 0.3 -0.279
O -2.11673 -2.81658 -0.67047 1.3 1.6 0.2 0.102
H 1.98566 1.81184 -5.73613 0.1 -0.2 -0.1 0.080
H 0.30543 0.59571 -4.54435 0.1 -0.1 -0.1 0.121
H -6.34374 -2.75139 4.17227 -0.1 0.0 0.0 0.066
C -1.27150 2.96518 -2.60667 0.0 -0.5 -0.3 -0.137
H 7.63989 0.56843 -1.13358 0.0 0.0 0.0 0.107
H 0.05193 -1.96965 2.85832 0.0 0.0 0.0 0.083
C -4.11684 -1.26414 3.53324 0.0 0.0 -0.1 -0.284
H -1.57077 -2.65242 3.03844 0.0 -0.1 0.0 0.058
C 0.01087 -4.09507 3.23966 -0.1 0.0 0.0 -0.277



116
Properties=species:S:1:pos:R:3:forces:R:3:lowdin_charge:R:1 method="wB97M-V/def2-TZVPD" homo_energy_ev="-15.21 / -15.23" charge=+3 orbital_gap_ha="0.2855 / 0.2558" spin_multiplicity=3 mol_weight_g_mol=896.9
H -3.86344 1.74628 0.76740 0.0 0.0 0.0 0.097
H 1.50028 -2.80541 1.20488 0.0 0.0 -0.1 0.151
H -2.65269 -5.52274 -0.68475 0.0 0.0 0.0 0.125
H 1.21318 2.80699 2.08635 0.0 0.0 0.0 0.082
C 0.09834 1.48528 -2.58570 0.1 0.0 -0.1 -0.214
N -0.39961 -2.21804 1.74158 -0.1 0.2 0.1 0.043
C -0.55380 2.22718 -3.74139 -0.1 0.0 0.0 -0.157
N 3.46169 1.92841 -1.28110 0.2 -0.3 0.1 -0.186
C 1.96919 4.86894 2.15803 0.0 0.0 0.0 -0.150
H -1.66572 5.00815 -0.36409 0.0 0.0 0.0 0.129
H 2.32179 5.01585 3.17705 0.0 0.0 0.0 0.124
C -1.04215 3.08552 0.30618 0.0 0.0 0.1 -0.131
C -1.70082 2.44721 2.41450 0.1 -0.2 0.0 -0.203
H -2.15993 -0.14380 -2.42716 0.0 0.0 0.0 0.086
H 6.37674 0.63007 -0.83132 0.0 0.0 0.0 0.120
C -4.77125 0.20474 -2.08279 0.0 0.0 0.0 -0.155
H -3.11816 -2.30061 0.94104 0.0 0.0 0.0 0.070
H -4.11303 -2.91558 -1.12014 0.0 0.0 0.0 0.119
H 4.39225 1.51912 -3.10532 0.0 0.0 0.0 0.134
C -1.06654 -5.16838 0.75246 0.0 0.0 0.0 -0.152
P 1.96016 2.20962 -0.72604 0.1 0.1 -0.2 0.585
H 1.26139 4.44141 -2.86676 0.0 0.0 0.0 0.109
H 5.36274 2.70834 -0.91605 0.0 0.0 0.0 0.127
H -2.31720 -7.55135 -0.87329 0.0 0.0 0.0 0.119
H 4.49739 2.27952 0.55327 -0.1 -0.1 0.0 0.105
C 3.75377 0.99693 -2.38853 0.0 0.1 0.0 -0.163
H -2.89481 5.51909 1.75320 0.0 0.0 0.0 0.135
H 1.19473 2.31077 -5.00380 0.0 0.0 0.0 0.121
H -0.12939 -2.37140 2.70830 -0.1 0.0 0.0 0.090
H -5.70727 0.21766 1.12054 0.0 0.0 0.0 0.138
H 0.71425 -6.63660 -3.42800 0.0 0.0 0.0 0.137
H 5.24182 0.00741 0.33667 0.0 0.0 0.1 0.078
C 2.24090 -0.98122 4.61832 0.0 0.0 0.1 0.021
C -2.37789 4.57784 1.62245 0.0 0.0 0.1 0.011
N 2.03922 3.50565 0.25628 0.1 0.0 0.2 -0.179
H 3.50660 4.67895 -0.75919 0.0 0.0 0.0 0.114
H -1.36008 -2.54615 1.67457 0.0 0.0 0.0 0.073
C -1.69766 4.29832 0.45108 0.0 0.0 -0.1 -0.007
H -1.81507 -4.02547 -0.94635 0.0 0.0 0.0 0.098
C 3.84332 -0.85719 2.85166 0.0 0.0 -0.1 -0.017
N -0.84649 0.30851 3.01864 -0.2 0.3 0.4 -0.164
C 1.46846 3.41077 -3.15184 -0.1 -0.1 0.0 -0.150
H 2.59538 6.63342 1.02021 0.0 0.0 0.0 0.122
H -2.04515 -1.76888 -1.78150 0.0 0.0 0.0 0.083
C -5.59793 -0.19594 0.11758 0.0 0.0 0.0 -0.153
C -0.78791 -6.90818 -2.07235 0.0 -0.1 -0.1 -0.416
C -3.60148 -1.32078 0.88172 0.0 0.1 -0.1 -0.296
N -4.86889 -1.46820 0.19219 0.0 0.1 0.0 -0.134
H 1.01274 -4.96570 0.22394 0.0 0.0 0.0 0.127
H -5.75731 -0.00286 -2.49710 0.0 0.0 0.0 0.141
H 3.81470 -0.86256 -1.30519 0.0 0.0 0.0 0.101
H -2.88302 3.76212 3.57862 0.0 0.0 0.0 0.143
O 0.54558 -3.01668 -1.54945 -0.1 -0.3 0.0 0.081
N 1.04921 2.48519 -2.06175 0.0 -0.1 -0.1 -0.198
H -0.59095 1.16893 -1.80268 -0.1 0.0 0.0 0.053
C 1.27467 -0.57072 3.71832 -0.1 0.0 -0.1 -0.249
H 2.85043 0.68606 -2.90583 -0.1 -0.1 0.0 0.109
H 1.86662 5.32851 -0.81598 -0.1 0.0 0.0 0.108
H -3.26484 2.01454 -0.87492 0.0 0.0 0.0 0.093
C -0.16888 -0.39892 4.10108 0.0 0.1 0.0 -0.142
C 5.31700 0.55891 -0.59615 0.0 0.0 0.0 -0.137
C -3.69776 1.27073 -0.20217 0.1 -0.1 0.0 -0.283
C 2.84146 5.57929 1.12330 0.0 0.0 0.0 -0.139
H -5.66704 -2.20521 -1.57847 0.0 0.0 0.0 0.141
C -1.66336 -5.06386 -0.65051 0.0 0.1 -0.1 -0.160
H 0.31547 3.83138 -4.95836 0.0 0.0 0.0 0.123
C -4.68318 -1.98492 -1.16481 0.0 0.0 0.0 -0.165
H -4.26963 0.92459 -2.73062 0.0 0.0 0.0 0.135
C 2.58967 4.81422 -0.18317 0.0 0.0 0.0 -0.154
N -4.95036 0.78567 -0.75236 0.0 -0.1 0.0 -0.132
C 0.39593 -2.39469 -0.51607 0.0 0.3 -0.1 -0.578
C 2.04711 3.41103 1.73161 0.0 0.0 0.0 -0.187
H 1.96976 -1.17165 5.64833 0.0 0.0 0.0 0.138
C 0.31701 -4.54040 0.95046 0.0 0.0 0.0 -0.123
H -6.59122 -0.39891 -0.28038 0.0 0.0 0.0 0.142
N -0.81335 -5.63646 -1.69013 0.1 0.2 0.1 0.101
H 0.12341 -8.24693 -3.32452 0.0 0.0 0.0 0.139
C 0.62382 2.97895 -4.35789 0.0 0.0 0.0 -0.139
C 4.69747 1.96766 -0.47003 0.0 0.1 -0.1 -0.150
H 4.85081 -0.96127 2.47576 0.0 0.0 0.0 0.116
H 5.16324 -0.66773 -2.42137 0.0 0.0 0.0 0.120
H 0.68644 -4.85646 1.92854 0.0 0.0 0.0 0.129
H -1.30053 2.93249 -3.36613 0.0 0.0 0.0 0.117
H -1.79679 -4.78051 1.47021 0.0 0.1 0.0 0.115
O 0.19808 -1.11191 -0.46694 0.0 -0.3 -0.2 -0.257
O -2.03391 1.52691 4.57727 0.0 0.0 0.0 0.143
N -1.62810 -7.80467 -1.55763 0.0 0.0 0.0 0.230
N -1.02274 2.17054 1.28467 -0.2 0.2 -0.1 -0.058
C 3.54529 -1.12417 4.18089 0.0 0.0 0.0 0.000
Mo -0.21445 0.12043 1.13998 0.7 -0.4 -0.5 1.645
P -2.48804 -0.12757 -0.01388 -0.1 -0.1 0.2 1.009
H -0.96349 -6.22712 1.00321 0.0 0.0 0.0 0.122
H -1.64211 -8.75353 -1.89242 0.0 0.0 0.0 0.142
C -1.59647 1.39583 3.46507 0.1 -0.2 -0.1 -0.451
N 0.09402 -7.29740 -2.99263 0.0 0.0 0.0 0.220
N -4.01257 -1.05066 -2.06778 0.0 0.0 0.1 -0.131
C -2.38242 3.62042 2.63028 0.0 0.1 0.0 0.046
C 0.48101 -3.02299 0.86699 0.0 -0.1 0.1 -0.253
H -0.25538 0.18262 5.02222 0.0 -0.1 0.0 0.140
C 2.83281 -0.45057 2.00602 -0.1 0.0 0.1 -0.104
H 0.60453 0.58197 -2.94128 0.0 0.0 0.0 0.123
H 3.00385 -0.23094 0.96262 0.0 0.0 -0.1 0.090
O 1.28418 1.07524 0.04971 -0.4 0.2 0.3 -0.425
H 0.93658 5.22126 2.10026 0.0 0.0 0.0 0.110
H 4.32087 -1.43521 4.86801 0.0 0.0 0.0 0.132
H 2.97312 2.95801 2.10470 0.0 0.0 0.0 0.113
H -0.51722 2.85700 -0.60902 0.0 0.0 0.0 0.075
H -1.04073 1.55427 -4.44593 0.0 0.0 0.0 0.121
C 4.52207 -0.13932 -1.71925 0.0 0.0 0.0 -0.142
H 3.89223 5.51523 1.40641 0.0 0.0 0.0 0.121
H -0.09674 -5.00307 -2.03337 0.0 0.0 0.0 0.133
H -0.64058 -1.36120 4.32399 0.0 0.0 0.1 0.131
H -3.75456 -0.96206 1.90332 0.0 0.0 0.0 0.104
N 1.56568 -0.30617 2.43104 0.1 -0.1 0.2 -0.018
H 2.53758 3.32330 -3.34657 0.0 0.0 0.0 0.110
C -2.61595 -0.84035 -1.72279 0.0 0.1 0.1 -0.273



64
Properties=species:S:1:pos:R:3:forces:R:3:lowdin_charge:R:1 method="wB97M-V/def2-TZVPD" homo_energy_ev=-1.67 charge=-2 orbital_gap_ha=0.2269 spin_multiplicity=1 mol_weight_g_mol=580.1
C 2.75617 4.07366 0.25500 0.0 -0.1 0.0 -0.040
H -0.57643 3.31787 0.75743 0.0 0.0 0.0 0.082
H -0.70141 -0.63119 -4.78291 0.0 0.0 -0.1 0.084
H 2.10921 -5.99125 -0.35427 0.0 0.0 0.0 0.081
H -2.53354 2.07382 2.62805 0.0 0.0 0.0 0.085
H 1.17988 1.60005 1.51793 -0.1 -0.2 -0.1 0.064
O -2.04633 -1.73785 0.43645 0.9 0.1 -0.4 -0.515
H 0.84823 -4.42931 2.11058 0.0 -0.1 0.0 0.085
C -1.07375 0.04469 3.35976 0.5 0.3 -0.1 -0.588
N -0.63582 -2.31006 3.32754 0.0 0.1 -0.2 0.059
H 2.59910 -1.73579 -4.56834 0.0 0.0 0.1 0.085
O -3.50122 -0.34760 2.20168 0.3 0.1 0.4 -0.467
H 3.66061 3.46568 0.20334 0.0 0.0 0.0 0.084
O 1.58235 2.88562 -1.97114 0.0 -0.1 0.0 0.028
H -1.54531 -1.82738 -2.79724 0.0 0.0 0.1 0.032
H 2.66876 4.65444 -0.66127 0.0 0.0 0.0 0.074
H 2.23978 -5.54457 2.03336 0.0 0.0 0.0 0.078
C 0.27718 3.99375 0.67189 0.0 -0.1 0.0 -0.018
C 1.24979 2.38011 -0.90164 0.0 0.2 0.0 -0.563
B 1.16494 -1.80559 0.54093 0.4 -0.6 -0.4 -0.464
H 4.57467 -2.92409 0.61460 0.0 0.0 0.0 0.082
H 3.86874 -4.26905 -1.40196 0.0 0.0 0.0 0.078
C 2.57675 -3.58679 1.11649 -0.1 -0.3 0.0 -0.499
O -0.52090 0.27955 2.30345 -0.1 -0.1 0.3 0.034
H 2.54033 -3.60379 -2.38766 0.0 0.0 0.0 0.080
H 1.21618 -1.42669 -5.55815 -0.1 0.0 0.0 0.072
H -1.16488 -2.34349 2.45366 -0.1 0.0 -0.1 0.058
C 4.09395 -3.68127 1.23170 -0.1 0.1 0.0 -0.025
C 2.01739 -3.81985 -0.32452 0.2 -0.1 -0.1 -0.492
C -1.84808 2.22441 3.46268 -0.1 0.1 -0.2 -0.050
O -1.63757 0.98737 4.13866 -0.1 -0.1 0.0 -0.038
H 4.38286 -3.50558 2.26949 0.0 0.0 0.0 0.082
H 2.83197 4.73998 1.11838 0.0 0.0 0.0 0.074
H -0.25892 0.75438 -3.76988 0.1 0.0 0.0 0.113
O 2.17273 -2.25291 1.41916 0.0 0.4 0.2 0.031
H -1.83371 -1.31559 4.61541 -0.1 0.1 0.1 0.127
C 1.93443 -4.50346 2.16348 0.0 0.2 -0.1 -0.027
C 1.39080 -5.19138 -0.55440 0.0 0.1 0.0 -0.018
O 1.59154 -0.88922 -2.47566 -0.1 0.0 0.0 0.036
H 0.31995 -2.13644 3.03431 0.1 -0.1 0.0 0.052
C 1.54664 3.16933 0.41171 -0.2 0.1 -0.2 -0.539
H 1.06897 -5.26005 -1.59479 0.0 0.0 0.0 0.084
Se -3.12705 -0.48997 0.62778 -2.2 -0.3 0.8 0.724
H -0.90481 2.61605 3.08452 0.0 0.0 0.0 0.076
C -0.35859 -0.33666 -3.77798 -0.1 0.0 0.4 -0.240
O 0.57337 1.31011 -0.75096 -0.1 -0.1 0.3 -0.103
C 3.04862 -3.54674 -1.42467 -0.1 0.1 0.1 -0.026
C 1.02971 -0.87164 -3.55275 0.1 0.0 -0.2 -0.532
H 0.51172 -5.32547 0.07402 0.0 0.0 0.0 0.085
H 4.44461 -4.67232 0.93170 0.0 0.0 0.0 0.082
H 3.42933 -2.53074 -1.32781 0.1 0.0 0.0 0.091
O -4.47380 -0.71304 -0.22746 -0.1 -0.1 -0.4 -0.491
N -1.03872 -1.15040 4.02431 -0.1 -0.1 0.0 0.005
C -1.29932 -0.76412 -2.64038 0.2 -0.2 0.0 -0.227
O 1.00566 -2.82254 -0.42812 -0.1 -0.3 0.1 -0.003
H 2.23939 -4.16595 3.15526 0.0 0.0 0.0 0.087
H -2.27850 2.89805 4.20116 0.0 0.0 0.0 0.084
O 1.81719 2.32710 1.51548 0.0 0.0 0.1 -0.013
N 1.67684 -1.35150 -4.67235 0.1 0.0 0.0 0.138
H 0.09654 4.68228 -0.15716 0.0 0.0 0.0 0.088
H 0.38661 4.56394 1.59826 0.0 0.0 0.0 0.078
H -2.24346 -0.22451 -2.78116 0.0 0.0 0.2 0.028
Sc -0.50187 -0.42436 -0.44272 -0.3 0.8 -0.6 0.985
O -2.27371 0.81329 0.09427 0.9 0.1 -0.3 -0.499